Entry 1:
43
Properties=species:S:1:pos:R:3:forces:R:3 method="wB97M-V/def2-TZVPD" homo_lumo_gap_ev="6.311 / 6.312"
Br 2.90461 0.25792 0.43155 -0.0737 0.1213 -0.0920
Ti 0.16022 -0.10948 -0.22354 0.3095 -0.4509 -1.3959
Cl -3.09479 1.44637 0.01088 -0.1664 0.0559 -0.1924
Cl -4.91769 -0.07808 4.84757 -0.1482 -0.0517 0.1703
Cl 0.38446 0.10190 3.82950 0.0478 -0.0622 0.1743
S -1.18419 -2.49723 0.06074 0.0303 -0.1222 0.4955
O -2.45775 -2.96150 0.50011 0.1072 0.0336 -0.1571
O -0.34159 -1.82406 1.09075 -0.2776 -0.4305 -0.1181
O 0.70731 -0.51276 -2.12411 -0.4389 -0.4786 0.1085
O -0.47377 1.00114 1.19475 -0.4154 0.1070 0.3427
N 1.09403 1.88046 -0.77045 -0.0704 -0.0441 -0.1147
N -1.15511 -1.40158 -1.14294 0.1972 0.0524 -0.4351
C 3.17933 2.99474 -0.46148 0.1254 0.3209 -0.1104
C -0.16109 -3.69707 -0.72595 0.2219 0.6305 -0.2023
C 0.60933 -2.96012 -1.64891 0.3973 -1.3442 0.0724
C 1.69578 -3.59319 -2.26853 -0.3927 0.2500 0.1267
C 2.64639 4.13319 -1.05403 -0.1376 -0.3059 0.0863
C -2.29632 0.05763 4.21195 -0.0568 -0.0212 0.0822
C 1.32726 4.13452 -1.50137 0.0706 0.2882 -0.0881
C -3.59964 0.23918 3.77449 0.1927 0.0403 -0.1405
C -1.47670 0.74903 2.02228 0.1172 -0.0169 0.2570
C -1.25968 0.31420 3.34078 0.0250 0.1537 -0.4166
C 2.34564 1.90905 -0.37190 0.0351 -0.4115 0.2839
C -2.81014 0.92125 1.63190 0.2722 -0.1006 0.2454
C 0.71484 5.35873 -2.12432 -0.0501 -0.0693 0.0314
C 1.92183 -4.92652 -1.98310 -0.0285 -0.2506 0.1126
C 0.58207 2.97712 -1.32928 0.1025 -0.0875 0.1081
C -3.86715 0.66951 2.48887 -0.0293 0.0390 -0.1136
C 1.11812 -5.64857 -1.09097 0.0693 0.1709 -0.0984
C 0.10284 -1.63367 -1.78285 -0.0394 2.0346 0.9810
C 0.07038 -5.02060 -0.42910 0.0404 -0.0746 0.0562
H 4.19322 2.95899 -0.09232 -0.0019 -0.0184 -0.0098
H -2.08833 -0.28370 5.21562 -0.0272 -0.0005 0.0073
H 2.32251 -3.05319 -2.96471 -0.0121 0.0144 -0.0075
H -0.54140 -5.53858 0.29775 0.0176 -0.0229 -0.0100
H 0.07107 5.08953 -2.96070 -0.0049 0.0181 -0.0069
H 3.25692 5.02011 -1.15956 0.0056 0.0239 -0.0205
H -4.88373 0.80323 2.14878 -0.0080 -0.0035 0.0151
H -0.45705 2.91206 -1.62681 -0.0035 0.0378 -0.0240
H 2.74513 -5.43257 -2.47152 -0.0079 -0.0147 0.0112
H 1.48293 6.03983 -2.48539 0.0073 -0.0001 -0.0154
H 1.32499 -6.69362 -0.90810 -0.0015 -0.0050 0.0032
H 0.10488 5.89640 -1.39636 -0.0002 -0.0049 -0.0018

***

Entry 2:
45
Properties=species:S:1:pos:R:3:forces:R:3 method="wB97M-V/def2-TZVPD" spin_multiplicity=2 s2=0.755 homo_lumo_gap_ev="10.064 / 4.948" charge=+2
O 1.15122 -0.06753 -4.09554 -5.3020 -0.8177 2.0518
O 1.88650 1.29343 0.96946 0.4799 4.2104 -1.1417
O 1.86675 0.74590 3.83944 1.4497 -0.9983 -1.0957
O 2.75924 0.81174 -1.54516 -0.3133 1.3469 2.3418
O -3.63505 0.23416 0.91464 -1.4555 1.9634 1.1076
O 2.94541 -1.80029 1.07517 2.5974 -0.0030 -2.5288
O -1.56285 0.98421 3.79691 0.7349 -6.5760 4.5058
O 0.40838 -3.97018 -1.64028 -2.0318 -1.1620 -0.9044
O -0.94834 -3.73442 1.35514 -3.3761 -0.2789 0.1013
N 0.23185 2.37668 -2.32407 -2.0829 -1.0085 2.9851
N -0.19167 -1.54212 -0.53163 -1.9908 5.4238 3.3030
N -0.48766 0.28667 0.81125 -0.7821 1.1603 0.4127
C -1.04189 0.57773 -0.40853 -0.6575 -3.6027 -2.4155
C -0.75499 2.92958 -1.41491 -0.2116 0.3147 -0.3595
C -0.00454 -0.95377 0.74619 2.5440 -2.0700 0.1693
C -1.75168 1.76954 -0.86568 -1.5981 -1.3378 -0.6371
C -0.97541 -0.62663 -1.22807 3.3616 2.9817 7.1599
H -1.34144 3.70902 -1.81691 -0.8902 0.5317 -1.2534
H -0.41057 -4.51988 -1.39048 1.8578 1.0956 -0.2428
H -0.29201 3.47197 -0.59904 0.5711 -0.6876 0.5421
H -0.50295 1.05172 1.65412 0.3015 -3.2497 -2.3765
H 1.72129 1.30924 1.93133 0.7084 -0.1965 0.4339
H 2.01486 0.06301 -4.17024 6.2744 0.6526 0.1841
H -0.96737 -4.54206 1.90299 0.5454 0.3114 -0.2050
H -3.32841 1.16483 1.15106 -0.8987 -1.9414 -0.2343
H 0.92993 0.64713 3.94067 -0.9061 -0.4456 0.5929
H -1.29769 -0.87718 -2.11706 -1.7308 -0.7106 -4.5218
H -2.10836 1.57261 3.45734 -3.8721 4.8985 -2.5485
H 0.75813 1.69943 -1.74244 1.1969 0.2137 -1.1586
H 2.28541 -0.16136 3.75607 -0.8604 1.4786 0.2882
H 2.50051 -1.35949 0.32706 0.0664 -0.1242 0.4552
H -2.53629 1.21942 -1.58480 1.7397 2.2747 0.8163
H -2.30953 0.42879 4.37744 3.3156 1.7845 -2.0634
H -4.61057 0.24906 1.20283 2.0499 -0.1307 -0.6607
H 0.13915 -2.36176 -1.00199 0.6617 -1.9992 0.2205
H 2.07974 2.30572 0.71268 -0.4306 -3.2823 1.3105
H -1.97491 -3.61047 1.27536 2.7809 -0.0333 0.0593
H -0.10036 1.96292 -3.18313 0.3579 0.1848 -0.9518
H 3.85903 -1.95521 0.57683 -2.5490 0.1827 2.0170
H 3.54096 1.41562 -1.47465 -0.6778 -0.8326 -0.4004
H 0.72462 -1.33559 1.55362 -1.6792 0.1953 -1.5351
H -2.39340 2.17002 -0.05310 0.6690 0.5597 -0.7450
H 2.39460 0.89931 -0.58229 1.0375 -0.7523 -2.0026
H 0.45949 -4.12021 -2.61839 0.1854 0.1792 1.1173
H 0.87085 0.18868 -4.93922 -1.1907 0.2966 -2.1934

***

Short version: ΔE to the lowest compared entry with this formula, charge and spin = 4.88, 90.23 kcal/mol, in the order given.
Short version: molar mass = 598.5, 274.3 g mol⁻¹, in the order given.
Short version: largest force on an atom = 0.0439, 0.1644 Eh/bohr, in the order given.